Formula: C7H12N2O2S
Source: the Open Molecules 2025 dataset
Level of theory: wB97M-V/def2-TZVPD

Geometry (Å):
C (-1.994, 0.001, -0.563)
C (-0.534, 0.007, -0.323)
C (0.286, -0.476, 0.735)
S (-0.253, -1.231, 2.246)
C (1.205, -1.256, 3.266)
O (-1.287, -0.332, 2.678)
O (-0.624, -2.592, 1.943)
N (1.585, -0.024, 0.513)
N (1.753, 0.562, -0.585)
C (0.459, 0.625, -1.298)
C (0.454, -0.098, -2.625)
C (0.063, 2.075, -1.409)
H (-2.296, -0.984, -0.176)
H (-2.123, 0.371, -1.529)
H (-2.407, 0.597, 0.143)
H (1.017, -2.060, 3.931)
H (1.983, -1.293, 2.556)
H (1.233, -0.396, 3.863)
H (-0.514, -0.009, -3.128)
H (0.778, -1.092, -2.549)
H (1.188, 0.352, -3.295)
H (0.789, 2.599, -2.047)
H (0.129, 2.500, -0.455)
H (-0.888, 2.151, -1.890)

Values from the calculation:
- HOMO level: -9.5 eV
- LUMO: -0.12 eV
- Energy relative to the best compared isomer or geometry (same formula, charge and spin): 400.5 kJ/mol
- Orbital gap: 9.375 eV
- SMILES: CC1=C(S(C)(=O)=O)N=NC1(C)C